DFT (ωB97M-V with the def2-TZVPD basis set) results for a 2-piece molecular cluster, C4H7NO2 overall.

## Properties
relative energy (zero: lowest compared OMol25 entry of this formula, charge and spin)	45.4	kcal per mole
highest occupied orbital energy	-10.4	eV
multiplicity	1
F_max	1.4	eV Å⁻¹
E_tot	-361.8085	Ha
SMILES	C[C@@H]1CO1.N=C=O
orbital gap	11.30	eV

Last column: Mulliken charge in e.
Atoms and positions in Å:
C (1.74, -0.84, 0.57)  -1.20
C (1.36, 0.21, -0.44)  0.28
C (0.46, 1.32, -0.13)  -0.40
O (0.03, 0.23, -0.90)  -0.41
H (1.84, -1.81, 0.07)  0.27
H (0.98, -0.92, 1.34)  0.32
H (2.70, -0.58, 1.02)  0.32
H (2.10, 0.36, -1.23)  0.36
H (0.03, 1.40, 0.86)  0.19
H (0.56, 2.25, -0.67)  0.26
N (-3.26, -1.01, -0.34)  -0.45
C (-2.84, -0.03, 0.19)  0.58
O (-2.57, 0.82, 0.92)  -0.41
H (-3.14, -1.41, -1.25)  0.29

DFT (ωB97M-V with the def2-TZVPD basis set) results for one molecule with the formula C4H7NO2.

## Properties
relative energy (zero: lowest compared OMol25 entry of this formula, charge and spin)	50.2	kcal per mole
highest occupied orbital energy	-10.7	eV
multiplicity	1
F_max	1.5	eV Å⁻¹
E_tot	-361.8009	Ha
SMILES	C[C@H](O)OCC#N
orbital gap	11.53	eV

Last column: Mulliken charge in e.
Atoms and positions in Å:
C (1.44, -0.90, -0.94)  -1.30
C (0.33, -0.73, 0.06)  0.38
O (-0.96, -0.87, -0.50)  -0.57
O (0.58, 0.53, 0.71)  -0.35
C (-0.55, 1.11, 1.28)  -0.34
C (-1.60, 1.24, 0.23)  0.52
N (-2.20, 1.39, -0.75)  -0.56
H (1.31, -1.86, -1.45)  0.35
H (2.41, -0.86, -0.44)  0.34
H (1.37, -0.09, -1.67)  0.31
H (0.37, -1.51, 0.83)  0.31
H (-1.26, -0.15, -1.09)  0.33
H (-0.31, 2.14, 1.54)  0.28
H (-0.93, 0.58, 2.18)  0.29

DFT (ωB97M-V with the def2-TZVPD basis set) results for one molecule with the formula C4H7NO2.

## Properties
relative energy (zero: lowest compared OMol25 entry of this formula, charge and spin)	75.8	kcal per mole
highest occupied orbital energy	-9.8	eV
multiplicity	1
F_max	0.6	eV Å⁻¹
E_tot	-361.7601	Ha
SMILES	O/N=C1/CC[C@H]1O
orbital gap	10.69	eV

Last column: Mulliken charge in e.
Atoms and positions in Å:
O (0.95, -0.25, -2.34)  -0.39
N (0.38, 0.82, -1.65)  -0.61
C (0.17, 0.51, -0.44)  0.28
C (-0.60, 1.24, 0.62)  -0.36
C (-0.40, -0.01, 1.54)  -0.64
C (0.35, -0.74, 0.40)  0.26
O (-0.34, -1.88, -0.07)  -0.55
H (1.04, 0.10, -3.24)  0.37
H (-1.64, 1.36, 0.30)  0.22
H (-0.22, 2.20, 0.98)  0.29
H (-1.32, -0.51, 1.83)  0.26
H (0.22, 0.17, 2.42)  0.25
H (1.40, -0.97, 0.63)  0.24
H (-0.01, -2.04, -0.97)  0.37

DFT (ωB97M-V with the def2-TZVPD basis set) results for one molecule with the formula C4H7NO2.

## Properties
relative energy (zero: lowest compared OMol25 entry of this formula, charge and spin)	59.9	kcal per mole
highest occupied orbital energy	-9.9	eV
multiplicity	1
F_max	0.5	eV Å⁻¹
E_tot	-361.7854	Ha
SMILES	C/N=C1/COCO1
orbital gap	10.91	eV

Last column: Mulliken charge in e.
Atoms and positions in Å:
C (1.97, -0.57, -0.26)  -0.68
N (1.27, 0.67, 0.09)  -0.51
C (0.07, 0.78, -0.28)  0.69
C (-1.07, 1.41, 0.50)  -0.32
O (-1.86, 0.22, 0.71)  -0.37
C (-1.29, -0.80, -0.09)  -0.26
O (-0.56, -0.15, -1.10)  -0.37
H (2.58, -0.48, -1.16)  0.29
H (2.61, -0.80, 0.59)  0.27
H (1.30, -1.43, -0.42)  0.24
H (-1.68, 2.13, -0.04)  0.22
H (-0.74, 1.82, 1.46)  0.25
H (-2.05, -1.44, -0.52)  0.27
H (-0.56, -1.38, 0.50)  0.28

DFT (ωB97M-V with the def2-TZVPD basis set) results for C4H7NO2 as an isolated structure.

## Properties
relative energy (zero: lowest compared OMol25 entry of this formula, charge and spin)	74.6	kcal per mole
highest occupied orbital energy	-8.2	eV
multiplicity	1
F_max	2.8	eV Å⁻¹
E_tot	-361.7620	Ha
orbital gap	8.45	eV

Last column: Mulliken charge in e.
Atoms and positions in Å:
C (-0.03, 1.38, -1.24)  -1.16
C (0.25, -0.02, -0.84)  0.66
N (-1.45, 0.04, 0.94)  -0.58
C (1.26, -1.13, 0.77)  0.08
C (-0.51, -0.70, 0.18)  -0.18
O (1.41, -0.53, -1.03)  -0.56
O (1.75, -0.47, 1.64)  -0.50
H (-2.09, -0.55, 1.45)  0.24
H (-1.00, 0.68, 1.59)  0.24
H (1.42, -2.19, 0.56)  0.35
H (-0.78, -1.72, -0.06)  0.41
H (-1.10, 1.59, -1.22)  0.35
H (0.45, 2.06, -0.53)  0.26
H (0.41, 1.56, -2.22)  0.37

DFT (ωB97M-V with the def2-TZVPD basis set) results for one molecule with the formula C4H7NO2.

## Properties
relative energy (zero: lowest compared OMol25 entry of this formula, charge and spin)	56.5	kcal per mole
highest occupied orbital energy	-10.1	eV
multiplicity	1
F_max	0.5	eV Å⁻¹
E_tot	-361.7908	Ha
SMILES	O=C[C@]1(CO)CN1
orbital gap	10.97	eV

Last column: Mulliken charge in e.
Atoms and positions in Å:
O (-2.32, 1.21, -0.56)  -0.48
C (-1.35, 0.57, -0.88)  -0.21
C (-0.18, 0.20, -0.03)  1.04
C (1.20, 0.42, -0.63)  -0.56
O (2.17, -0.38, 0.00)  -0.56
C (-0.51, -1.07, 0.68)  -0.63
N (-0.15, 0.15, 1.42)  -0.70
H (-1.26, 0.08, -1.87)  0.30
H (1.44, 1.49, -0.53)  0.23
H (1.21, 0.17, -1.69)  0.37
H (2.05, -0.24, 0.95)  0.36
H (0.21, -1.88, 0.65)  0.22
H (-1.56, -1.34, 0.70)  0.32
H (-0.96, 0.57, 1.86)  0.29

Q: Which value of relative energy (zero: lowest compared OMol25 entry of this formula, charge and spin) does entry 4 give?
A: 59.9 kcal per mole

Q: F_max of number 2 (C4H7NO2)?
A: 1.5 eV Å⁻¹

Q: Which formula does entry 4 have?
A: C4H7NO2